Entry 1:
Entry from the Open Molecules 2025 dataset: a molecular structure, C23H41LaN2P3Se (ωB97M-V with the def2-TZVPD basis set).

The frontier orbital gap (alpha / beta) is 1.453 / 4.492 eV. The total charge is +3.

Each line ends with the Mulliken charge.
Cartesian coordinates (Å):
1 La -0.420 0.207 0.060  1.126
2 P 0.247 2.297 1.097  1.065
3 P -2.545 0.975 -0.785  1.078
4 P 0.756 0.855 -2.017  0.883
5 H 5.885 -7.049 1.156  0.338
6 C 6.642 -6.411 0.705  -0.131
7 C 7.502 -5.707 1.457  -0.130
8 H 7.472 -5.747 2.544  0.301
9 C 0.005 2.496 2.874  -1.264
10 C -0.425 3.870 0.512  -1.258
11 C 2.044 2.531 1.017  -1.069
12 C -3.507 -0.260 -1.717  -1.387
13 C -3.796 1.496 0.502  -0.778
14 C -2.669 2.415 -1.888  -1.386
15 C 2.472 0.256 -2.014  -1.254
16 C 0.947 2.585 -2.539  -1.422
17 C 0.109 0.145 -3.554  -1.194
18 H 6.676 -6.373 -0.382  0.327
19 H 8.263 -5.072 1.007  0.299
20 H 0.381 1.629 3.422  0.393
21 H -1.058 2.623 3.122  0.246
22 H 0.541 3.385 3.179  0.581
23 H -1.501 3.918 0.710  0.349
24 H -0.265 4.017 -0.560  0.268
25 H 0.070 4.677 1.063  0.528
26 H 2.529 1.704 1.546  0.385
27 H 2.294 3.479 1.505  0.494
28 H 2.419 2.538 -0.008  0.295
29 H -4.504 0.130 -1.940  0.537
30 H -3.592 -1.193 -1.150  0.472
31 H -2.983 -0.491 -2.650  0.405
32 H -4.628 1.923 0.020  1.028
33 H -3.247 2.262 1.156  -0.031
34 H -4.044 0.612 1.103  0.068
35 H -3.723 2.593 -2.127  0.568
36 H -2.123 2.235 -2.819  0.409
37 H -2.254 3.306 -1.411  0.372
38 H 3.002 0.685 -2.872  0.511
39 H 2.471 -0.835 -2.085  0.362
40 H 2.979 0.537 -1.085  0.303
41 H 1.441 2.589 -3.517  0.585
42 H 1.549 3.172 -1.841  0.390
43 H -0.032 3.065 -2.640  0.332
44 H 0.590 0.660 -4.392  0.521
45 H -0.975 0.273 -3.631  0.302
46 H 0.334 -0.927 -3.587  0.408
47 C 1.016 -3.069 -0.842  0.538
48 C 2.021 -2.779 0.102  -0.394
49 C 3.137 -3.605 0.229  -0.597
50 C 3.281 -4.737 -0.575  -0.009
51 C 2.286 -5.034 -1.516  -0.763
52 C 1.172 -4.213 -1.648  -0.597
53 Se -0.564 -2.052 -1.121  -0.141
54 H 1.094 -0.154 0.625  -0.496
55 H 1.909 -1.897 0.727  0.435
56 H 3.901 -3.361 0.965  0.337
57 H 4.153 -5.381 -0.474  0.073
58 H 2.382 -5.911 -2.151  0.388
59 H 0.403 -4.448 -2.381  0.407
60 N -6.614 3.117 2.848  -0.471
61 C -5.583 2.657 2.347  0.063
62 C -4.382 2.089 1.948  0.586
63 C -3.343 2.432 2.978  -1.218
64 C -2.432 1.244 2.847  0.547
65 N -2.409 -0.071 2.495  -0.263
66 C -3.662 -0.578 2.771  -0.701
67 C -4.730 0.315 2.713  -0.338
68 H -2.977 3.536 2.996  0.442
69 H -1.778 1.558 1.997  -0.805
70 H -3.808 -1.679 2.768  0.369
71 H -5.800 -0.050 2.805  0.383


Entry 2:
Entry from the Open Molecules 2025 dataset: a molecular structure, C13Cl5F5NORhSSe (ωB97M-V with the def2-TZVPD basis set).

The frontier orbital gap (alpha / beta) is 6.238 / 6.241 eV. The total charge is 0.

Each line ends with the Mulliken charge.
Cartesian coordinates (Å):
1 Rh -0.382 0.618 0.229  0.463
2 Cl -4.559 -3.072 4.681  -0.178
3 C -3.737 -2.365 3.350  0.361
4 C -2.867 -1.301 3.556  -0.237
5 Cl -2.610 -0.677 5.131  -0.176
6 C -2.203 -0.737 2.471  0.490
7 Cl -1.087 0.574 2.744  -0.162
8 C -2.387 -1.205 1.165  0.405
9 O -1.803 -0.701 0.091  -0.849
10 C -3.270 -2.286 0.976  0.329
11 Cl -3.498 -2.864 -0.616  -0.159
12 C -3.932 -2.855 2.056  0.111
13 Cl -4.995 -4.173 1.799  -0.164
14 F 5.441 2.743 -2.610  -0.287
15 C 4.454 1.941 -2.233  0.537
16 C 3.824 2.143 -1.015  -0.026
17 F 4.202 3.145 -0.226  -0.288
18 C 2.803 1.294 -0.638  0.753
19 F 2.185 1.527 0.536  -0.264
20 C 2.372 0.250 -1.438  -0.316
21 Se 0.936 -0.889 -0.912  0.082
22 C 3.012 0.075 -2.656  0.286
23 F 2.643 -0.912 -3.471  -0.301
24 C 4.048 0.902 -3.056  0.234
25 F 4.651 0.710 -4.226  -0.279
26 S -1.907 3.564 -2.716  -0.319
27 C -1.029 2.617 -1.816  0.501
28 N -0.303 1.933 -1.156  -0.548


Entry 3:
Entry from the Open Molecules 2025 dataset: 2 unconnected molecules or ions with the total composition C3H3BrO2 (ωB97M-V with the def2-TZVPD basis set).

The frontier orbital gap (alpha / beta) is 9.257 / 4.707 eV. The total charge is 0.

Each line ends with the Mulliken charge.
Cartesian coordinates (Å):
1 C 1.291 0.602 0.124  -0.127
2 C -1.164 -0.049 -1.001  -0.019
3 C 0.172 -0.029 -0.461  0.300
4 O 1.511 1.797 0.056  -0.494
5 O -0.409 -1.199 -0.527  -0.373
6 Br -0.034 -1.236 3.609  -0.002
7 H 1.953 -0.102 0.654  0.292
8 H -2.004 0.237 -0.380  0.212
9 H -1.316 -0.021 -2.073  0.210